This record from the Open Molecules 2025 dataset describes C27H21BrMgN3O4S as an isolated structure. The level of theory is ωB97M-V/def2-TZVPD.

```
! wB97M-V def2-TZVPD RIJCOSX def2/J DEFGRID3
* xyz -1 1
Br 1.394 -3.444 -3.234
S 2.683 -1.107 -1.243
Mg 0.155 0.481 0.436
O 0.755 1.755 -0.892
O 2.645 2.943 -0.783
O 1.760 -5.508 1.098
O 1.972 0.216 1.439
N 3.132 0.544 0.936
N -1.908 0.196 -0.370
N 0.489 -1.695 0.185
C -2.871 0.538 0.465
C -4.559 -0.035 -1.155
C -2.208 -0.280 -1.618
C 3.593 -0.013 -0.202
C -3.045 1.892 3.993
C -1.445 -1.199 -3.713
C -1.700 1.868 4.342
C 0.737 3.914 -1.843
C 1.311 -4.262 0.813
C -2.465 1.019 1.819
C -0.321 -2.535 0.821
C 5.082 1.885 1.140
C 5.580 1.339 -0.037
C 3.864 1.466 1.599
C -3.809 -0.935 -3.344
C -2.779 -1.325 -4.153
C -1.094 0.999 2.132
C 1.700 -2.137 -0.156
C -0.758 1.434 3.419
C 0.038 -3.827 1.152
C -3.427 1.467 2.732
C 4.837 0.386 -0.689
C 2.163 -3.400 0.138
C -1.163 -0.673 -2.483
C 1.465 2.799 -1.103
C -3.544 -0.415 -2.059
C -4.237 0.429 0.080
H -1.297 -2.144 1.084
H -4.479 1.504 2.478
H 1.038 -6.031 1.461
H -0.663 -4.476 1.662
H -5.018 0.702 0.773
H 0.282 3.514 -2.749
H -3.791 2.240 4.697
H -0.072 4.286 -1.212
H 5.622 2.640 1.692
H 5.187 -0.076 -1.602
H -5.597 -0.128 -1.457
H 3.376 1.838 2.486
H 1.418 4.726 -2.087
H -0.626 -1.560 -4.322
H -2.982 -1.745 -5.130
H 3.125 -3.736 -0.216
H -4.840 -1.033 -3.666
H 6.535 1.655 -0.436
H -1.394 2.195 5.330
H 0.289 1.433 3.714
H -0.134 -0.586 -2.163
*
```

Calculated values
E_tot in Ha: -4679.21649
Max |F| in eV/Å: 0.21
Energy relative to the best compared isomer or geometry (same formula, charge and spin) in kcal/mol: 0.5
HOMO level in eV: -4.54

---

This record from the Open Molecules 2025 dataset describes C35H37F5OP2PtTe as an isolated structure in a non-equilibrium geometry. The level of theory is ωB97M-V/def2-TZVPD.

```
! wB97M-V def2-TZVPD RIJCOSX def2/J DEFGRID3
* xyz 0 3
Pt 1.161 -0.659 -4.601
Te 0.858 -0.485 1.608
P -0.001 -1.885 -8.280
P 1.753 0.322 -8.633
F 1.288 -2.324 1.181
F 2.422 0.166 0.664
F -0.781 -1.135 2.365
F 1.528 -0.458 3.433
F 0.379 1.336 1.996
O -0.077 -0.238 -0.099
C 0.945 2.847 -7.620
C 3.403 1.706 -12.806
C -2.909 -3.217 -5.637
C -1.903 2.372 -0.006
C -1.482 -1.596 -4.525
C -0.823 -0.396 -8.926
C 3.106 1.993 -6.911
C -2.628 0.696 -2.289
C 2.837 0.432 -12.634
C -0.187 -5.137 -10.819
C -1.530 -0.175 -0.144
C -0.711 -1.473 -5.665
C 3.255 2.085 -10.418
C -0.656 2.506 -0.804
C 1.924 1.850 -7.652
C 0.060 0.611 -9.235
C 0.195 -4.204 -9.858
C -1.956 -0.316 -1.523
C -0.589 -3.067 -9.605
C -1.789 1.867 -2.963
C -2.603 -2.446 -4.500
C -1.052 -2.216 -6.830
C -2.132 1.012 0.626
C 2.596 0.855 -10.242
C 2.450 0.012 -11.350
C -0.778 2.624 -2.149
C 1.236 4.076 -7.021
C 2.013 -0.661 -2.787
C 2.462 4.258 -6.383
C 3.614 2.513 -11.704
C -1.358 -4.946 -11.560
C 3.387 3.213 -6.296
C -1.718 -2.852 -10.404
C -2.115 -3.115 -6.780
C -2.119 -3.800 -11.354
H -3.204 0.222 -3.108
H 4.066 3.508 -11.833
H 0.114 -0.585 -5.896
H -2.309 -1.937 -10.307
H -3.760 -3.896 -5.614
H -1.894 -1.100 0.310
H 0.247 2.781 -0.264
H 0.490 4.868 -7.070
H -2.572 2.579 -3.273
H -0.082 3.237 -2.727
H 1.991 -0.972 -11.225
H -3.197 -2.516 -3.590
H 1.856 0.281 -2.240
H -3.230 0.851 0.707
H 3.681 2.044 -13.817
H 3.796 1.144 -6.828
H 2.692 -0.217 -13.487
H -3.032 -3.635 -11.932
H -1.901 -0.345 -9.056
H -1.107 -1.060 -3.653
H -1.306 1.520 -3.897
H -1.725 1.012 1.615
H 1.566 -1.512 -2.234
H 3.462 2.728 -9.565
H 1.118 -4.360 -9.282
H -2.329 -3.753 -7.651
H 0.419 -6.027 -10.994
H -0.190 1.534 -9.756
H 3.072 -0.874 -3.006
H -3.365 1.183 -1.636
H 2.688 5.232 -5.925
H -2.749 2.632 -0.651
H 4.329 3.342 -5.762
H -1.677 -5.693 -12.301
H -1.899 3.114 0.818
H -1.565 -1.184 -2.040
H -0.037 2.698 -8.073
*
```

Calculated values
E_tot in Ha: -3000.17049
Max |F| in eV/Å: 2.69
<S²>: 2.008
Energy relative to the best compared isomer or geometry (same formula, charge and spin) in kcal/mol: 96.8
HOMO level (alpha / beta) in eV: -7.52 / -7.51

---

This record from the Open Molecules 2025 dataset describes C26H22BCl3F9N8O2Sc as an isolated structure. The level of theory is ωB97M-V/def2-TZVPD.

```
! wB97M-V def2-TZVPD RIJCOSX def2/J DEFGRID3
* xyz 1 2
Sc -0.473 0.507 0.007
Cl -2.820 7.272 -1.419
Cl -1.315 2.176 -2.123
Cl -0.204 4.719 2.490
F -2.608 2.151 2.412
F -2.986 -0.435 3.045
F -4.982 -0.854 2.320
F -5.884 0.907 0.347
F -4.391 1.181 -1.189
F -4.748 1.926 2.547
F -3.261 -1.776 1.383
F -3.852 2.893 0.824
F -4.898 -0.806 -0.521
O -0.358 2.499 0.603
O -2.368 0.489 0.351
N -0.502 -1.239 -1.349
N 1.444 -1.609 1.208
N 3.359 -3.692 0.346
N 2.797 -2.879 -0.590
N 0.636 -0.554 1.551
N 1.628 0.720 -0.891
N 2.353 -0.434 -0.815
N 0.483 -2.146 -1.088
C -3.583 0.534 0.955
C 4.170 -4.503 -0.307
C 0.156 -3.324 -1.634
C 2.095 3.120 -1.403
C -2.594 -1.149 -2.674
C -0.102 0.585 3.633
C 3.265 -3.195 -1.826
C -1.442 3.607 -1.168
C 1.936 -2.163 2.323
C -3.717 1.888 1.715
C 0.642 -0.472 2.892
C -0.863 3.553 0.159
C -4.722 0.452 -0.113
C 3.772 1.166 -1.364
C 3.640 -0.176 -1.082
C -1.046 -3.189 -2.295
C -1.421 -1.862 -2.100
C -3.719 -0.660 1.945
C 2.489 1.690 -1.227
C -0.900 4.770 0.943
C -2.067 5.874 -0.825
C 1.449 -1.473 3.416
C 4.149 -4.230 -1.692
C 4.965 -5.540 0.420
C -1.496 5.899 0.454
C -2.037 4.726 -1.649
B 1.783 -1.801 -0.299
H 4.703 -4.723 -2.472
H 0.804 -4.177 -1.521
H -3.474 -1.790 -2.672
H -2.391 -0.871 -3.711
H -0.197 1.500 3.049
H 1.288 3.235 -2.126
H -1.537 6.803 1.044
H 2.609 -2.998 2.241
H -1.575 -3.944 -2.850
H 0.435 0.826 4.549
H -1.101 0.253 3.910
H 5.674 -5.078 1.106
H 4.313 -6.194 0.999
H 1.797 3.569 -0.455
H 1.661 -1.667 4.452
H 2.931 -2.662 -2.702
H 4.669 1.697 -1.630
H -2.478 4.759 -2.635
H -2.832 -0.250 -2.113
H 2.948 3.686 -1.772
H 5.525 -6.154 -0.282
H 4.375 -0.962 -1.054
*
```

Calculated values
E_tot in Ha: -4657.59419
Max |F| in eV/Å: 0.85
<S²>: 0.776
Energy relative to the best compared isomer or geometry (same formula, charge and spin) in kcal/mol: 1.4
HOMO level (alpha / beta) in eV: -11.42 / -11.42